No. 1
# C32H27Cl5FN8O6PtS

A structure of composition C32H27Cl5FN8O6PtS (ωB97M-V/def2-TZVPD, OMol25).

The geometry in XYZ format:
```
81
Properties=species:S:1:pos:R:3:forces:R:3
Pt -0.387 -0.488 0.992 -0.2 0.8 0.5
C -0.263 4.890 3.734 0.0 0.0 0.0
C 0.372 3.556 3.817 0.0 0.0 0.0
N 1.119 3.123 4.783 0.0 0.0 0.0
N 1.446 1.859 4.413 0.0 0.0 0.0
C 0.916 1.489 3.243 0.1 0.1 0.0
S 1.293 0.013 2.463 -0.1 -0.1 0.0
N 0.223 2.578 2.854 0.1 0.0 0.0
N -0.541 2.637 1.701 -0.2 0.0 -0.1
H 0.029 5.467 4.608 0.0 0.0 0.0
H -1.352 4.810 3.720 0.0 0.0 0.0
H 0.059 5.418 2.836 0.0 0.0 0.0
H 2.036 1.291 4.997 0.0 0.0 0.0
H 0.057 2.641 0.879 0.0 0.0 0.0
H -1.137 3.453 1.731 0.0 0.0 0.0
F 0.662 2.082 -5.137 0.0 0.0 0.0
C -0.383 2.395 -4.361 0.0 0.0 0.0
C -1.114 1.450 -3.774 0.0 0.0 0.0
N -2.213 1.736 -2.995 -0.1 -0.1 0.0
C -2.749 0.677 -2.156 0.1 0.1 0.1
C -1.765 0.359 -1.043 0.0 0.1 0.0
O -1.808 -0.802 -0.500 -0.2 0.0 -0.1
O -0.952 1.225 -0.690 0.0 -0.3 0.0
C -2.556 3.044 -2.697 0.0 0.0 0.1
O -3.437 3.340 -1.923 0.0 0.0 0.0
N -1.807 3.995 -3.368 0.0 0.0 0.0
C -0.692 3.812 -4.183 0.0 0.0 0.0
O -0.080 4.734 -4.661 0.0 0.0 0.0
H -0.884 0.401 -3.890 0.0 -0.1 0.0
H -2.973 -0.211 -2.747 0.0 0.0 0.0
H -3.670 1.043 -1.706 0.0 0.0 0.0
H -2.067 4.954 -3.181 0.0 0.0 0.0
O 1.700 1.998 -0.297 0.1 0.1 0.0
C 1.964 1.323 -1.247 -0.1 -0.1 0.0
N 1.459 -0.028 -1.443 0.1 -0.1 -0.2
C 1.990 -0.432 -2.534 0.1 0.1 -0.1
O 1.816 -1.654 -3.081 0.0 0.1 0.0
C 2.894 0.528 -3.203 0.0 0.0 0.0
C 3.611 0.486 -4.376 0.0 0.0 0.0
C 4.304 1.645 -4.730 0.0 0.0 0.0
C 4.260 2.782 -3.933 0.0 0.0 0.0
C 3.527 2.807 -2.744 0.0 0.0 0.0
C 2.853 1.659 -2.403 0.0 0.0 0.0
H 3.636 -0.396 -5.002 0.0 0.0 0.0
H 4.879 1.664 -5.646 0.0 0.0 0.0
H 4.798 3.666 -4.246 0.0 0.0 0.0
H 3.482 3.694 -2.127 0.0 0.0 0.0
C 1.003 -5.306 -1.686 0.0 0.0 0.0
N 1.237 -4.068 -0.897 0.0 -0.1 0.0
C 2.632 -3.556 -1.055 0.0 -0.1 0.0
C 0.161 -3.022 -1.098 0.0 -0.1 0.0
C -0.247 -2.804 -2.518 -0.1 0.2 0.0
C -1.506 -3.220 -2.945 0.0 -0.1 0.0
C -1.962 -2.955 -4.227 0.0 0.0 0.0
C -1.153 -2.259 -5.114 0.1 0.0 0.0
C 0.101 -1.826 -4.708 0.0 0.0 0.0
C 0.527 -2.085 -3.416 -0.1 0.0 -0.1
H 1.747 -6.047 -1.403 0.0 0.0 0.0
H 1.090 -5.069 -2.743 0.0 0.0 0.0
H 0.004 -5.678 -1.473 0.0 0.0 0.0
H 1.144 -4.303 0.096 0.0 0.0 0.1
H 2.928 -3.640 -2.097 0.0 0.1 0.0
H 3.286 -4.157 -0.427 0.0 0.0 0.0
H 2.659 -2.518 -0.735 0.0 0.0 0.0
H 0.517 -2.106 -0.621 0.0 -0.1 -0.1
H -0.697 -3.372 -0.525 0.0 0.0 0.0
H -2.148 -3.746 -2.249 0.0 0.0 0.0
H -2.944 -3.290 -4.531 0.0 0.0 0.0
H -1.492 -2.052 -6.120 0.0 0.0 0.0
H 0.761 -1.292 -5.380 0.0 0.0 0.0
Cl -3.282 -0.179 2.332 0.0 0.0 0.0
C -2.397 -1.592 2.794 0.0 0.1 0.1
C -1.106 -1.777 2.295 0.2 -0.1 -0.2
C -0.427 -2.904 2.748 0.0 -0.1 0.0
Cl 1.202 -3.209 2.187 0.0 -0.1 0.0
C -0.985 -3.824 3.633 0.0 0.0 0.0
Cl -0.106 -5.213 4.141 0.0 0.0 0.0
C -2.279 -3.616 4.102 0.0 0.0 0.0
Cl -2.993 -4.733 5.191 0.0 0.0 0.0
C -2.986 -2.491 3.680 0.0 0.0 0.0
Cl -4.579 -2.226 4.260 0.0 0.0 0.0
```
Forces are in eV/Å.

Output
DFT total energy = -137235.3870 eV
Largest force on an atom = 0.943 eV/Å
Total charge = +1

No. 2
# CH2F3NP2

A structure of composition CH2F3NP2 (ωB97M-V/def2-TZVPD, OMol25).

The geometry in XYZ format:
```
9
Properties=species:S:1:pos:R:3:forces:R:3
C 0.034 0.251 0.261 -1.1 1.5 1.0
N -2.805 0.874 -0.065 0.6 0.0 0.8
F -1.114 2.616 -0.512 0.4 0.1 0.4
F -3.301 -1.320 -1.020 -0.1 0.0 0.9
F -4.957 -0.055 0.137 -0.4 -0.5 0.4
P -1.345 1.257 0.199 1.4 -1.0 -1.4
P -3.481 -0.570 0.417 -0.5 0.2 -1.5
H 0.975 0.527 0.721 0.3 0.8 -0.7
H -0.267 -0.563 0.886 -0.7 -1.2 0.0
```
Forces are in eV/Å.

Output
DFT total energy = -29290.6114 eV
Largest force on an atom = 2.221 eV/Å